A.
Below is C41H35BrN2NaP2SSi as an isolated structure, with properties calculated with the ωB97M-V functional and the def2-TZVPD basis.

Structure (XYZ):
```
84
Properties=species:S:1:pos:R:3
Na 0.339 -0.688 2.168
C 1.506 2.906 2.317
Si 0.699 1.857 0.895
C 1.746 2.479 -0.586
C 1.496 3.442 -1.559
C 2.418 3.684 -2.571
C 3.603 2.966 -2.625
C 3.873 1.992 -1.670
C 2.945 1.743 -0.666
P 3.098 0.480 0.656
C 4.924 0.102 0.481
C 5.514 -0.712 -0.487
C 6.882 -0.938 -0.479
C 7.687 -0.360 0.493
C 7.116 0.450 1.463
C 5.745 0.670 1.455
C 2.586 -1.051 -0.218
C 1.994 -1.082 -1.474
C 1.850 -2.294 -2.140
C 2.283 -3.472 -1.556
C 2.846 -3.452 -0.287
C 2.985 -2.249 0.381
C -0.934 2.842 0.684
C -1.042 4.232 0.666
C -2.260 4.859 0.452
C -3.405 4.097 0.258
C -3.332 2.714 0.289
C -2.103 2.087 0.507
P -1.891 0.265 0.526
C -3.674 -0.188 0.758
C -4.604 -0.543 -0.216
C -5.929 -0.781 0.130
C -6.344 -0.673 1.449
C -5.421 -0.344 2.432
C -4.098 -0.112 2.089
C -1.680 -0.069 -1.262
C -1.328 0.921 -2.177
C -1.166 0.612 -3.521
C -1.363 -0.685 -3.969
C -1.695 -1.681 -3.060
C -1.832 -1.380 -1.715
H 1.600 3.967 2.068
H 2.508 2.532 2.535
H 0.914 2.825 3.233
H 0.577 4.019 -1.523
H 2.218 4.449 -3.314
H 4.317 3.156 -3.418
H 4.797 1.431 -1.729
H 4.902 -1.172 -1.253
H 7.324 -1.573 -1.238
H 8.755 -0.540 0.494
H 7.734 0.901 2.230
H 5.288 1.293 2.217
H 1.671 -0.158 -1.939
H 1.414 -2.311 -3.129
H 2.161 -4.414 -2.075
H 3.174 -4.375 0.175
H 3.451 -2.223 1.361
H -0.152 4.833 0.821
H -2.321 5.942 0.436
H -4.359 4.583 0.089
H -4.232 2.130 0.143
H -4.302 -0.602 -1.255
H -6.647 -1.032 -0.643
H -7.382 -0.844 1.708
H -5.731 -0.269 3.468
H -3.376 0.151 2.857
H -1.176 1.938 -1.839
H -0.886 1.392 -4.220
H -1.251 -0.920 -5.021
H -1.830 -2.703 -3.394
H -2.055 -2.174 -1.014
S -0.279 -3.654 1.206
C -1.924 -3.749 1.424
N -2.470 -3.374 2.631
C -3.780 -3.465 2.882
C -4.622 -3.988 1.946
C -4.039 -4.336 0.718
N -2.757 -4.226 0.461
H -1.853 -2.873 3.298
H -4.111 -3.100 3.845
H -5.680 -4.089 2.128
H -4.650 -4.713 -0.097
Br -0.978 -1.311 4.410
```

The value obtained for the highest occupied orbital energy is -3.432 eV. The total charge is -1. As for the HOMO-LUMO gap: 5.63 eV. The calculation puts the LUMO energy at 2.2 eV.

B.
Below is C41H35BrN2NaP2SSi as an isolated structure, with properties calculated with the ωB97M-V functional and the def2-TZVPD basis.

Structure (XYZ):
```
84
Properties=species:S:1:pos:R:3
Na 0.159 -0.991 2.219
C 1.561 2.846 2.561
Si 0.730 1.697 1.259
C 1.774 2.181 -0.303
C 1.358 3.110 -1.266
C 2.123 3.414 -2.384
C 3.351 2.797 -2.571
C 3.795 1.874 -1.636
C 3.019 1.560 -0.521
P 3.547 0.279 0.693
C 5.356 0.206 0.333
C 5.967 -0.684 -0.548
C 7.342 -0.654 -0.746
C 8.126 0.273 -0.074
C 7.529 1.166 0.806
C 6.159 1.123 1.013
C 2.970 -1.255 -0.128
C 2.197 -1.277 -1.286
C 1.787 -2.486 -1.833
C 2.145 -3.684 -1.235
C 2.901 -3.674 -0.070
C 3.298 -2.467 0.483
C -0.929 2.647 0.916
C -0.991 4.044 1.015
C -2.156 4.756 0.786
C -3.317 4.079 0.439
C -3.297 2.699 0.341
C -2.124 1.979 0.589
P -2.123 0.138 0.508
C -3.926 -0.195 0.665
C -4.805 -0.560 -0.350
C -6.155 -0.756 -0.080
C -6.650 -0.567 1.202
C -5.781 -0.205 2.225
C -4.431 -0.041 1.961
C -1.774 -0.182 -1.263
C -1.193 0.787 -2.076
C -0.805 0.487 -3.375
C -1.014 -0.784 -3.890
C -1.596 -1.759 -3.088
C -1.955 -1.467 -1.782
H 1.735 3.873 2.226
H 2.531 2.421 2.835
H 0.950 2.876 3.467
H 0.409 3.618 -1.137
H 1.761 4.139 -3.104
H 3.960 3.028 -3.437
H 4.753 1.391 -1.786
H 5.362 -1.403 -1.086
H 7.800 -1.354 -1.434
H 9.197 0.297 -0.232
H 8.133 1.891 1.338
H 5.696 1.812 1.712
H 1.905 -0.348 -1.760
H 1.165 -2.484 -2.719
H 1.802 -4.623 -1.651
H 3.160 -4.605 0.419
H 3.879 -2.460 1.400
H -0.091 4.590 1.274
H -2.160 5.837 0.874
H -4.237 4.620 0.251
H -4.210 2.180 0.078
H -4.439 -0.679 -1.362
H -6.825 -1.038 -0.883
H -7.705 -0.706 1.405
H -6.154 -0.061 3.232
H -3.748 0.216 2.767
H -1.027 1.784 -1.690
H -0.333 1.253 -3.979
H -0.715 -1.018 -4.904
H -1.747 -2.762 -3.469
H -2.364 -2.256 -1.163
S -0.607 -3.574 0.788
C -2.237 -3.639 1.156
N -2.701 -3.145 2.348
C -3.990 -3.137 2.697
C -4.921 -3.668 1.855
C -4.422 -4.170 0.644
N -3.157 -4.170 0.298
H -2.038 -2.692 3.007
H -4.201 -2.683 3.657
H -5.974 -3.665 2.089
H -5.107 -4.591 -0.086
Br -1.261 -1.351 4.558
```

The value obtained for the highest occupied orbital energy is -3.542 eV. The total charge is -1. As for the HOMO-LUMO gap: 5.75 eV. The calculation puts the LUMO energy at 2.2 eV.

Least stable: A